# C2H2Cl3F

An isolated molecule of C2H2Cl3F (ωB97M-V/def2-TZVPD, the OMol25 dataset).

XYZ file:
```
8
Properties=species:S:1:pos:R:3:forces:R:3:mulliken_charge:R:1
C 0.7849 -0.4455 0.3877 2.19 -1.35 2.10 0.137
C -0.3923 0.1030 -0.3569 -2.03 -0.88 -2.14 -0.121
H 0.7905 -0.3691 1.5362 -0.62 -0.22 -1.90 0.285
H -0.1061 0.2763 -1.4790 -0.83 -1.02 2.06 0.334
F 1.1456 -1.8309 0.0884 -1.42 2.66 0.20 -0.241
Cl 2.1733 0.5172 -0.1242 0.24 0.14 -0.04 -0.132
Cl -1.1089 1.6370 0.1291 0.98 0.35 0.44 -0.097
Cl -1.8497 -1.0586 -0.0660 1.48 0.32 -0.71 -0.165
```
Positions in Å, forces in eV/Å.

Calculated values
2S+1   1
DFT total energy   -1557.81924 Ha
SMILES string   F[C@@H](Cl)C(Cl)Cl
ΔE to the lowest compared entry with this formula, charge and spin   0.854 eV
Max |F|   0.06463 hartree/bohr
Gap between HOMO and LUMO   0.4249 Ha